17 unconnected molecules or ions with the total composition C55H150N6O17 at a distorted geometry. Source: the Open Molecules 2025 dataset; level of theory: ωB97M-V/def2-TZVPD.

Last column: Mulliken charge in e.
Element x y z (Å)
1 C 1.313 0.093 -0.721  0.85
2 C 0.752 1.416 -0.401  1.25
3 O 0.040 1.304 0.867  1.86
4 H 2.001 -0.148 0.081  -0.59
5 H 1.965 0.114 -1.577  -0.30
6 H 0.582 -0.729 -0.926  -0.65
7 H 0.097 1.827 -1.176  -0.16
8 H 1.541 2.191 -0.252  -0.91
9 H -0.899 1.521 0.770  -0.89
10 C -2.618 2.470 -4.393  -0.39
11 C -3.382 1.623 -5.435  -0.50
12 O -3.362 0.262 -5.018  -0.44
13 H -3.174 2.646 -3.490  0.16
14 H -2.347 3.466 -4.812  0.38
15 H -1.692 2.002 -4.102  -0.12
16 H -2.819 1.684 -6.409  0.35
17 H -4.392 1.947 -5.661  0.33
18 H -3.885 -0.234 -5.650  0.23
19 C 3.513 1.735 -3.085  0.05
20 C 4.412 2.273 -4.205  0.12
21 C 5.301 1.156 -4.727  -0.56
22 O 6.072 1.651 -5.800  -0.37
23 C 6.665 0.599 -6.520  -0.75
24 N 3.665 2.968 -5.332  -0.52
25 H 2.876 2.549 -2.646  0.04
26 H 4.191 1.220 -2.413  0.04
27 H 2.821 1.043 -3.460  -0.15
28 H 5.028 3.069 -3.835  0.24
29 H 4.709 0.263 -5.015  0.30
30 H 6.036 0.802 -3.978  0.24
31 H 7.142 -0.015 -5.821  0.33
32 H 7.337 1.059 -7.282  0.23
33 H 5.888 0.018 -7.000  0.28
34 H 2.902 2.342 -5.688  0.15
35 H 4.374 3.119 -6.085  0.33
36 C 3.441 4.864 1.211  -0.87
37 C 2.419 5.412 2.181  0.66
38 C 0.948 5.133 1.789  -0.21
39 O 0.508 5.759 0.612  -0.10
40 C -0.023 7.064 0.746  -1.03
41 N 2.657 5.034 3.597  -0.75
42 H 3.278 3.782 0.983  -0.13
43 H 4.454 5.083 1.544  0.46
44 H 3.407 5.335 0.200  0.30
45 H 2.436 6.509 2.033  0.30
46 H 0.188 5.441 2.513  0.45
47 H 0.804 4.100 1.627  -0.58
48 H -0.195 7.474 -0.217  0.31
49 H 0.729 7.785 1.142  0.34
50 H -0.884 7.125 1.421  0.34
51 H 2.703 4.041 3.724  0.13
52 H 3.602 5.396 3.830  0.37
53 C -9.014 4.557 -4.408  -1.50
54 C -8.978 3.143 -3.814  0.26
55 C -7.564 2.708 -3.437  -0.30
56 O -7.574 1.384 -2.935  -0.43
57 C -6.210 1.098 -2.528  -0.17
58 N -9.875 3.047 -2.649  -0.74
59 H -8.760 4.557 -5.427  0.42
60 H -8.368 5.293 -3.882  0.32
61 H -10.062 4.910 -4.415  0.39
62 H -9.272 2.484 -4.590  0.34
63 H -7.113 3.368 -2.642  0.25
64 H -6.910 2.766 -4.339  0.08
65 H -5.583 0.905 -3.429  0.16
66 H -6.198 0.235 -1.882  0.25
67 H -5.776 1.976 -2.010  0.11
68 H -9.501 3.694 -1.942  0.28
69 H -9.756 2.123 -2.268  0.32
70 C -3.031 -7.625 -0.691  -1.60
71 C -3.664 -6.541 0.187  0.10
72 C -3.579 -7.043 1.633  -0.60
73 O -4.524 -6.336 2.372  -0.42
74 C -4.728 -7.049 3.591  -0.77
75 N -2.967 -5.318 0.014  -0.15
76 H -2.918 -7.405 -1.772  0.35
77 H -3.570 -8.511 -0.458  0.54
78 H -2.017 -7.799 -0.348  0.33
79 H -4.702 -6.467 0.011  0.47
80 H -2.541 -6.981 2.088  0.22
81 H -3.855 -8.138 1.654  0.58
82 H -3.822 -7.041 4.193  0.29
83 H -4.931 -8.097 3.380  0.36
84 H -5.559 -6.585 4.108  0.28
85 H -1.985 -5.333 0.356  0.05
86 H -2.867 -5.083 -0.995  0.16
87 C 3.746 -1.045 6.861  -1.65
88 C 4.139 -1.865 5.652  2.29
89 C 5.478 -2.417 5.755  -1.10
90 O 5.834 -3.357 4.711  -0.46
91 C 6.063 -2.787 3.439  -0.25
92 N 3.156 -2.918 5.458  -0.34
93 H 4.052 -1.527 7.796  0.47
94 H 2.654 -0.822 6.914  0.26
95 H 4.312 -0.101 6.767  0.35
96 H 4.124 -1.255 4.795  -1.26
97 H 5.676 -2.957 6.636  0.32
98 H 6.250 -1.620 5.779  0.41
99 H 6.440 -3.575 2.768  0.39
100 H 6.840 -1.972 3.510  0.26
101 H 5.134 -2.482 2.968  -0.11
102 H 2.884 -3.264 6.352  0.24
103 H 3.612 -3.568 4.851  0.27
104 C -1.995 3.713 3.314  -1.10
105 C -2.876 4.223 2.211  1.88
106 C -3.529 3.170 1.277  -1.48
107 O -2.598 2.437 0.486  0.18
108 C -2.026 3.279 -0.475  -1.21
109 N -3.922 5.136 2.835  -0.80
110 H -1.515 4.585 3.802  0.33
111 H -1.211 3.017 2.932  -0.29
112 H -2.578 3.238 4.081  0.67
113 H -2.220 4.834 1.625  -0.56
114 H -4.227 3.582 0.588  0.53
115 H -4.083 2.431 1.861  0.24
116 H -1.137 3.868 -0.184  0.46
117 H -2.790 3.987 -0.932  0.58
118 H -1.645 2.686 -1.280  -0.28
119 H -4.418 4.566 3.468  0.27
120 H -4.565 5.569 2.218  0.25
121 C 5.937 1.352 0.172  -1.04
122 C 6.355 -0.062 -0.107  0.35
123 C 5.381 -1.054 0.483  0.14
124 O 6.349 -0.121 -1.608  -0.48
125 H 6.654 1.994 -0.375  0.45
126 H 6.054 1.645 1.208  0.41
127 H 4.939 1.527 -0.257  -0.11
128 H 7.402 -0.164 0.253  0.22
129 H 5.783 -2.045 0.301  0.46
130 H 4.479 -0.863 -0.100  0.15
131 H 5.112 -0.839 1.528  -0.75
132 H 6.270 -1.072 -1.846  0.31
133 C 0.058 -5.718 -2.265  -0.17
134 C 0.137 -5.213 -3.708  1.31
135 C 1.562 -5.122 -4.099  -1.64
136 O -0.560 -6.075 -4.540  -0.60
137 H 0.664 -6.620 -2.086  0.57
138 H -0.958 -6.000 -2.029  -0.33
139 H 0.357 -4.949 -1.536  -0.54
140 H -0.363 -4.220 -3.822  -0.26
141 H 1.735 -4.935 -5.158  0.44
142 H 2.026 -6.069 -3.929  0.47
143 H 2.165 -4.432 -3.466  0.25
144 H -0.273 -5.803 -5.410  0.38
145 C 4.104 1.266 3.588  -1.82
146 C 2.964 0.847 2.700  3.32
147 C 2.300 -0.427 3.145  -0.70
148 O 2.028 1.948 2.676  0.59
149 H 4.912 0.545 3.607  0.31
150 H 3.730 1.438 4.628  0.15
151 H 4.410 2.266 3.225  0.41
152 H 3.295 0.596 1.654  -1.65
153 H 2.971 -1.290 3.151  -0.15
154 H 1.431 -0.746 2.537  0.28
155 H 1.992 -0.402 4.207  -0.08
156 H 1.202 1.580 2.347  -1.15
157 C -2.617 -2.983 5.303  -1.47
158 C -2.834 -3.118 3.813  0.24
159 C -2.012 -2.054 3.104  0.47
160 O -2.354 -4.382 3.382  -0.34
161 H -1.566 -3.196 5.511  0.26
162 H -3.159 -3.763 5.852  0.40
163 H -2.879 -2.008 5.732  0.33
164 H -3.867 -2.917 3.443  0.50
165 H -2.620 -1.163 3.096  0.59
166 H -1.829 -2.220 2.045  -0.91
167 H -1.046 -1.843 3.582  -0.14
168 H -3.084 -4.915 2.951  0.12
169 C 0.609 -0.988 -4.806  -0.22
170 C 0.951 -1.085 -6.262  0.24
171 C -0.275 -1.284 -7.206  -1.25
172 O 1.459 0.289 -6.571  -0.49
173 H 0.065 -1.843 -4.484  -0.07
174 H 0.036 -0.049 -4.503  -0.04
175 H 1.517 -1.006 -4.269  0.17
176 H 1.764 -1.758 -6.351  0.29
177 H -0.947 -0.454 -6.989  0.29
178 H -0.809 -2.216 -7.095  0.31
179 H 0.011 -1.276 -8.272  0.42
180 H 1.657 0.293 -7.545  0.27
181 C 0.595 2.191 6.781  -0.90
182 C -0.773 1.581 6.718  0.54
183 C -0.919 0.407 5.800  -0.94
184 O -1.233 1.075 7.984  -0.59
185 H 0.872 2.497 5.782  -0.03
186 H 1.301 1.451 7.129  0.25
187 H 0.733 3.027 7.469  0.43
188 H -1.536 2.268 6.271  0.07
189 H -1.941 0.109 5.672  0.34
190 H -0.330 -0.458 6.069  0.52
191 H -0.504 0.579 4.798  0.00
192 H -1.303 1.842 8.604  0.33
193 C -1.596 -2.542 -1.900  -0.48
194 C -2.374 -1.797 -0.764  2.25
195 C -3.031 -0.512 -1.266  -1.07
196 O -3.441 -2.510 -0.152  -0.65
197 H -2.219 -3.177 -2.517  0.77
198 H -0.955 -3.291 -1.405  -0.09
199 H -0.967 -1.910 -2.573  -0.66
200 H -1.602 -1.551 -0.012  -0.75
201 H -3.752 -0.724 -2.087  0.41
202 H -2.247 0.169 -1.614  -0.16
203 H -3.530 0.035 -0.411  0.20
204 H -3.162 -3.425 0.100  0.50
205 C 1.020 -5.035 3.266  -0.88
206 C 0.887 -4.404 1.920  2.02
207 C 1.995 -4.770 0.969  -1.73
208 O -0.293 -4.793 1.204  -0.21
209 H 0.972 -6.117 3.239  0.31
210 H 0.192 -4.757 3.933  0.11
211 H 1.882 -4.784 3.893  0.02
212 H 0.781 -3.318 1.980  -0.63
213 H 2.938 -4.537 1.390  0.50
214 H 1.790 -4.242 0.035  0.24
215 H 2.039 -5.852 0.762  0.30
216 H -1.050 -4.527 1.736  -0.27
217 C 1.198 5.245 -4.073  -1.32
218 C 0.513 5.444 -2.748  0.78
219 C -0.983 5.308 -2.865  -0.50
220 O 0.921 4.308 -1.854  0.20
221 H 0.717 4.392 -4.614  0.19
222 H 2.243 4.972 -3.935  0.29
223 H 1.136 6.207 -4.620  0.39
224 H 0.735 6.375 -2.167  0.04
225 H -1.318 5.906 -3.739  0.62
226 H -1.515 5.648 -1.951  0.10
227 H -1.155 4.256 -3.111  -0.44
228 H 1.088 4.587 -0.963  -0.31

Summary:
HOMO energy: -0.3208 Ha
calculated total energy: -3792.89555 a.u.
gap between HOMO and LUMO: 9.1 eV
lowest unoccupied orbital energy: 0.4 eV